Record 1
A structure of composition C20H48BBa3N2O24P4 in a non-equilibrium geometry, computed with ωB97M-V/def2-TZVPD.

Cartesian coordinates (Å):
Ba -2.8409 -2.9174 0.6184
Ba -3.0390 -1.2157 -3.5896
Ba 4.3141 2.3145 1.5154
B -4.5082 -1.6986 -1.2656
H -3.8278 -2.5432 -1.5114
H -5.0347 -1.2511 -2.1692
H -5.2704 -1.9545 -0.4535
H -3.8861 -0.8900 -0.7943
C 0.4713 1.4434 -1.5260
C 1.3519 1.5127 -0.4476
C 1.4501 0.3339 0.5019
O 2.3811 0.2632 1.3679
C 0.5974 -0.7421 0.3349
C -0.2715 -0.8277 -0.7794
C -0.2326 0.2858 -1.8980
O -1.0094 0.2081 -2.8672
O -1.0310 -1.7943 -1.0237
O 2.0431 2.5548 -0.2880
H 0.3573 2.3027 -2.1728
H 0.6239 -1.5974 0.9977
C 3.1982 -1.6216 4.1282
N 2.5722 -1.5782 5.4714
O 1.7295 -2.4171 5.7180
O 3.0388 -0.8200 6.2947
H 2.4808 -1.1604 3.4487
H 3.4138 -2.6496 3.8645
H 4.0999 -1.0183 4.1231
C -1.2395 3.0643 -4.5841
N -0.8374 4.1957 -5.4549
O -1.3524 5.2670 -5.2539
O -0.0313 3.9568 -6.3210
H -0.3144 2.5625 -4.3393
H -2.0057 2.4655 -5.0774
H -1.8183 3.4794 -3.7613
C 5.6280 7.5440 1.9729
O 4.2051 7.6026 1.8150
P 3.2586 6.4176 2.2773
O 3.7995 5.0368 2.1260
O 2.7978 6.7395 3.7229
C 2.4740 8.0809 4.1296
O 1.9483 6.5914 1.4086
C 2.0144 6.3259 -0.0083
H 5.9771 8.1860 2.7736
H 6.1973 7.6297 1.0468
H 5.8933 6.4998 2.2056
H 1.9579 8.6182 3.3328
H 3.3847 8.6402 4.3415
H 1.8444 8.0919 5.0124
H 2.4570 7.2043 -0.4776
H 1.0122 6.1973 -0.4059
H 2.5810 5.4135 -0.1855
C 1.9816 -4.4461 1.9795
O 1.4907 -5.6566 1.4205
P -0.0671 -5.7996 1.1131
O -0.7076 -4.4917 0.8003
O -0.1271 -6.9645 0.0679
C 0.2088 -6.8061 -1.3226
O -0.7002 -6.5097 2.3791
C -0.5481 -5.8596 3.6427
H 1.3070 -3.7251 2.4460
H 2.5001 -3.8770 1.2017
H 2.7262 -4.6603 2.7459
H -0.5389 -7.3021 -1.9304
H 1.2170 -7.1966 -1.4496
H 0.2648 -5.7428 -1.5666
H -1.4253 -6.0720 4.2537
H -0.6081 -4.7678 3.5531
H 0.3577 -6.1536 4.1655
C -2.4525 1.2727 1.3394
O -3.8524 1.1407 1.0310
P -4.6888 0.2412 2.0474
O -4.3449 -1.1950 2.0917
O -4.5384 1.0075 3.4387
C -4.5335 0.2560 4.6681
O -6.2197 0.5943 1.7877
C -6.7435 0.4235 0.4457
H -2.3027 1.7237 2.3237
H -2.0090 1.9777 0.6418
H -1.9923 0.2829 1.3443
H -5.1827 0.7478 5.3838
H -3.5023 0.2618 5.0324
H -4.7768 -0.8012 4.5663
H -7.1254 -0.5908 0.3344
H -5.9268 0.4955 -0.2771
H -7.4809 1.1920 0.2501
C 0.4350 -4.4084 -5.9971
O 1.3961 -3.5303 -5.3683
P 0.8523 -2.1533 -4.7667
O -0.6195 -1.9596 -4.7790
O 1.4592 -2.2126 -3.3019
C 1.3688 -3.3918 -2.4794
O 1.6626 -1.0442 -5.5019
C 1.5621 0.3113 -5.1020
H 0.9331 -5.3735 -6.1007
H 0.3493 -4.0830 -7.0359
H -0.5249 -4.5563 -5.5125
H 0.6693 -4.1238 -2.8935
H 0.9575 -3.1470 -1.5046
H 2.3686 -3.8100 -2.5523
H 1.9019 0.5082 -4.0815
H 0.5175 0.6437 -5.0785
H 2.0489 0.9985 -5.7877

Computed properties:
strongest force on any atom: 3.511 eV Å⁻¹
energy relative to the best compared isomer or geometry (same formula, charge and spin): 0.0 kcal per mole
LUMO level: -7.7 eV
total charge: +3
orbital gap: 7.32 eV
electronic energy: -4172.4542 hartree

Record 2
A cluster of 11 separate species, C20H48F6N8O22PS4 in total in a non-equilibrium geometry, computed with ωB97M-V/def2-TZVPD.

Cartesian coordinates (Å):
P 20.8157 19.5338 -6.1543
F 19.4037 18.7970 -5.7625
F 21.5640 18.7236 -4.9581
F 20.9757 18.2192 -7.1349
F 22.1334 20.3142 -6.6673
F 19.9175 20.1836 -7.3442
F 20.4226 20.6529 -5.0944
C 20.1975 17.5544 -2.4394
O 20.2194 16.9982 -1.3260
N 19.9378 18.7529 -2.7210
N 20.6171 17.0066 -3.4330
H 19.9772 19.0983 -3.6693
H 19.7003 19.3339 -1.9297
H 20.5925 15.9973 -3.4067
H 20.7046 17.6427 -4.2126
C 19.9657 23.5510 -6.8381
O 19.7656 24.7603 -6.9850
N 19.2732 22.7096 -6.0988
N 20.7541 22.8628 -7.5751
H 18.8049 23.1687 -5.3306
H 19.6717 21.7819 -6.1267
H 20.8335 21.8568 -7.5321
H 21.3476 23.3800 -8.2078
C 20.9968 15.0227 -7.6963
O 21.2873 13.8694 -7.9914
N 21.0244 15.5455 -6.5223
N 20.5827 15.8026 -8.6694
H 20.7675 16.5186 -6.6071
H 21.5548 15.1832 -5.7429
H 20.3107 16.7507 -8.4524
H 20.8150 15.3732 -9.5536
C 26.6193 20.3355 -6.2221
O 27.7796 20.2310 -5.8504
N 25.7216 19.3881 -6.2223
N 26.0795 21.4798 -6.6071
H 26.0136 18.4213 -6.2376
H 24.7357 19.5527 -6.0778
H 26.6450 22.3133 -6.6811
H 25.1161 21.4977 -6.9099
C 24.5321 15.0542 -5.1729
C 24.1880 16.3357 -4.4765
O 25.1342 16.5312 -3.5243
S 26.6020 16.1132 -4.1568
O 27.6003 15.6953 -3.1274
O 27.0296 17.1442 -5.0491
O 25.9519 14.8602 -5.0556
H 24.2941 15.2870 -6.2108
H 23.9529 14.2688 -4.6873
H 23.2029 16.1830 -4.0356
H 24.0426 17.1196 -5.2198
C 17.2985 15.8047 -7.7721
C 17.7646 17.2164 -8.0371
O 17.5365 17.4305 -9.4307
S 16.1368 16.7618 -9.8465
O 16.2923 16.1004 -11.1798
O 14.9969 17.6848 -9.7022
O 16.1763 15.6245 -8.6439
H 17.0083 15.8388 -6.7220
H 17.9735 14.9761 -7.9867
H 18.7617 17.4752 -7.6810
H 17.1193 17.9591 -7.5679
C 23.5339 22.7129 -4.0748
C 22.3181 22.2498 -3.1771
O 22.7253 21.0401 -2.8293
S 24.3542 20.7930 -2.6397
O 24.8738 19.5352 -3.2323
O 24.7081 21.0259 -1.2610
O 24.7062 22.2403 -3.4458
H 23.5894 23.7997 -4.1355
H 23.5114 22.3011 -5.0838
H 21.4884 22.0999 -3.8679
H 22.0746 22.9119 -2.3462
C 15.2622 21.2929 -8.2213
C 16.6762 21.7462 -8.4074
O 16.5793 22.7940 -9.3801
S 15.1854 23.6599 -9.4219
O 14.6524 23.6433 -10.8235
O 15.2673 24.8964 -8.6474
O 14.4164 22.4378 -8.4839
H 14.9798 20.7884 -7.2973
H 15.0787 20.4261 -8.8562
H 17.3691 20.9583 -8.7027
H 16.9512 22.0796 -7.4067
C 22.6581 18.6284 -10.3929
C 24.1175 18.4646 -10.8894
C 23.8758 17.4762 -11.9150
O 22.6486 16.8064 -11.7691
C 21.7834 17.7688 -11.3295
H 22.3133 19.6610 -10.4482
H 22.6628 18.3848 -9.3305
H 24.7019 18.1283 -10.0330
H 24.4537 19.2818 -11.5276
H 24.7073 16.7714 -11.9061
H 23.8773 17.9201 -12.9105
H 20.9520 17.2916 -10.8107
H 21.2730 18.2414 -12.1687
C 15.4954 20.6195 -4.4203
C 16.2767 19.7696 -3.5849
C 16.2301 18.3902 -4.3922
O 15.1517 18.6252 -5.3424
C 14.3796 19.7847 -4.9511
H 16.0498 21.1410 -5.2006
H 15.1613 21.2934 -3.6314
H 16.0333 19.6354 -2.5309
H 17.3147 20.0743 -3.4515
H 16.0223 17.5333 -3.7513
H 17.0573 18.1299 -5.0524
H 13.5285 19.5517 -4.3113
H 13.7493 20.2230 -5.7248

Computed properties:
strongest force on any atom: 11.314 eV Å⁻¹
LUMO level: 1.8 eV
total charge: -1
orbital gap: 9.51 eV
electronic energy: -5417.5908 hartree

Record 3
A structure of composition C20H48F6NNiO22S8 in a non-equilibrium geometry, computed with ωB97M-V/def2-TZVPD.

Cartesian coordinates (Å):
Ni -29.2768 -7.5460 -19.4329
C -24.8242 -3.9457 -20.9606
F -24.7315 -4.2585 -19.6125
F -25.6861 -2.9262 -20.9943
F -23.5815 -3.5477 -21.3719
S -25.3638 -5.6011 -21.8816
O -26.5878 -5.2820 -22.6042
O -24.3454 -6.0042 -22.8363
N -25.7133 -6.7677 -20.6110
S -24.2531 -7.1902 -20.0655
O -23.0851 -6.2473 -20.2583
O -24.4256 -7.5462 -18.6714
C -23.7709 -8.8146 -21.0079
F -22.4410 -9.0469 -20.9225
F -24.3826 -9.7740 -20.4187
F -24.0684 -8.7991 -22.2816
O -29.4260 -11.5386 -17.2430
S -29.7309 -12.4802 -16.1492
O -30.6833 -12.1118 -15.1004
O -30.0283 -14.0193 -16.7896
C -31.3194 -14.6193 -16.6186
C -31.6817 -15.7279 -17.5752
C -28.1830 -12.8942 -15.3125
H -31.9708 -13.7955 -16.9105
H -31.6194 -14.9450 -15.6226
H -31.2322 -15.5902 -18.5587
H -32.7661 -15.7340 -17.6852
H -31.3734 -16.7504 -17.3571
H -27.8513 -11.9604 -14.8585
H -27.5016 -13.3364 -16.0393
H -28.4428 -13.6440 -14.5652
O -29.8254 -4.9270 -13.5777
S -28.6331 -5.7335 -13.4773
O -28.2188 -6.4216 -14.6933
O -27.5084 -4.6713 -12.9169
C -26.1750 -4.9751 -13.4378
C -25.6057 -6.1204 -12.7089
C -28.6565 -7.0318 -12.1268
H -25.6297 -4.0522 -13.2404
H -26.2389 -5.1962 -14.5032
H -25.9825 -6.0586 -11.6880
H -24.5335 -5.9504 -12.6115
H -25.9747 -7.0952 -13.0281
H -29.6566 -7.4647 -12.1452
H -28.7869 -6.5108 -11.1783
H -27.8209 -7.7214 -12.2465
O -30.6045 -3.0114 -18.3687
S -31.3484 -1.7617 -18.5463
O -31.5714 -1.1995 -19.8546
O -32.7965 -2.0553 -17.8928
C -33.8288 -0.9968 -17.9550
C -34.3827 -0.9473 -16.5199
C -30.6506 -0.6496 -17.3781
H -34.5088 -1.2294 -18.7746
H -33.3884 -0.0312 -18.2035
H -33.6681 -0.4714 -15.8484
H -34.6492 -1.9094 -16.0824
H -35.1386 -0.1632 -16.5653
H -31.1996 0.2801 -17.5282
H -29.6054 -0.4750 -17.6334
H -30.8145 -1.0526 -16.3787
O -29.4913 -11.2328 -22.1262
S -29.4045 -12.3982 -23.0415
O -28.9782 -12.2029 -24.3799
O -28.3833 -13.5156 -22.3661
C -28.1982 -14.7201 -22.9738
C -26.7943 -15.3916 -22.6460
C -31.0143 -13.3546 -22.9752
H -28.2799 -14.6109 -24.0552
H -28.9248 -15.4719 -22.6655
H -26.0165 -14.7760 -23.0978
H -26.6076 -16.3954 -23.0274
H -26.5181 -15.3241 -21.5937
H -30.9914 -14.3311 -23.4588
H -31.7081 -12.6873 -23.4864
H -31.2117 -13.4882 -21.9116
O -32.5921 -5.2136 -22.8169
S -33.6025 -5.1742 -23.9009
O -34.1648 -6.3644 -24.5456
O -34.8461 -4.1862 -23.4082
C -35.9459 -3.9974 -24.3179
C -36.2221 -2.5060 -24.3890
C -32.9130 -4.0862 -25.1311
H -36.8165 -4.5359 -23.9435
H -35.7641 -4.3773 -25.3233
H -35.7176 -2.0220 -25.2253
H -36.0140 -2.0119 -23.4400
H -37.2767 -2.2988 -24.5707
H -32.9203 -3.0453 -24.8079
H -33.5917 -4.2143 -25.9743
H -31.9292 -4.5491 -25.2085
O -35.9840 -9.2719 -17.5219
S -35.2969 -7.9419 -17.4350
O -33.9026 -7.7456 -17.8484
O -36.3218 -6.8749 -18.1461
C -37.7157 -7.0160 -18.1178
C -38.3861 -5.6955 -18.4131
C -35.3960 -7.4428 -15.6413
H -37.9784 -7.3078 -17.1010
H -37.9606 -7.7857 -18.8497
H -39.4587 -5.8769 -18.4818
H -38.1132 -5.2069 -19.3485
H -38.3000 -5.0485 -17.5402
H -34.7353 -7.9957 -14.9735
H -36.3733 -7.8168 -15.3362
H -35.5566 -6.3660 -15.5887

Computed properties:
strongest force on any atom: 8.211 eV Å⁻¹
LUMO level (spin up / spin down): -5.8 / -8.0 eV
total charge: +1
multiplicity: 3
orbital gap (spin up / spin down): 6.87 / 4.63 eV
<S²>: 2.01
electronic energy: -7793.1140 hartree

Record 4
A cluster of 8 separate species, C20H48O12S6 in total in a non-equilibrium geometry, computed with ωB97M-V/def2-TZVPD.

Cartesian coordinates (Å):
C 2.4464 1.1909 -3.1090
C 1.6351 2.3915 -2.7672
C 2.2597 3.3193 -1.7249
O 2.0672 4.6247 -2.2568
C 1.6705 4.5306 -3.5534
O 1.5172 5.4641 -4.2680
O 1.4225 3.2509 -3.8978
H 3.3928 1.4742 -3.5804
H 1.9264 0.5604 -3.8326
H 2.6620 0.6195 -2.2089
H 0.6580 2.0797 -2.3992
H 3.3289 3.1422 -1.5776
H 1.7657 3.1728 -0.7667
C -1.6694 2.0181 2.0981
C -0.7288 3.0765 2.5723
C 0.7353 2.7198 2.2718
O 1.2580 3.8874 1.6333
C 0.2383 4.7060 1.2757
O 0.3575 5.6940 0.6342
O -0.9192 4.2932 1.8339
H -1.5301 1.6596 1.0807
H -2.7115 2.3041 2.2638
H -1.5656 1.1390 2.7511
H -0.8954 3.2580 3.6334
H 0.8061 1.8896 1.5666
H 1.2953 2.5394 3.1865
C 3.9173 0.6699 3.4745
S 4.9459 0.4023 2.0038
O 4.8462 -1.0504 1.6761
C 3.9766 1.2365 0.7563
H 4.5988 0.8972 4.2883
H 3.3269 -0.2211 3.6548
H 3.2625 1.5201 3.2901
H 3.0577 0.7043 0.5158
H 4.6088 1.3067 -0.1285
H 3.7638 2.2619 1.0714
C -4.0331 -3.2167 -2.9629
S -3.8683 -4.1978 -4.4447
O -3.6973 -3.2383 -5.5650
C -2.2343 -4.8650 -4.0614
H -3.9788 -3.8664 -2.0860
H -4.9733 -2.6750 -3.0106
H -3.1895 -2.5297 -2.9001
H -1.7049 -5.0016 -4.9999
H -2.3441 -5.8026 -3.5207
H -1.6952 -4.1627 -3.4285
C 1.6406 -2.3251 3.3013
S 0.2483 -1.4377 4.0061
O -0.9005 -1.5505 3.0974
C 0.0830 -2.5718 5.3958
H 1.3198 -3.3288 3.0158
H 2.4657 -2.4098 4.0063
H 1.9722 -1.7821 2.4177
H 0.8734 -2.2830 6.0880
H 0.1396 -3.5992 5.0449
H -0.8677 -2.3967 5.8963
C -3.6511 -5.3521 0.8955
S -1.9468 -5.5879 0.4076
O -1.7673 -4.9077 -0.9012
C -1.2232 -4.5811 1.6963
H -3.7792 -5.8265 1.8723
H -4.2452 -5.9467 0.2027
H -3.9349 -4.3047 0.9421
H -1.5197 -3.5352 1.6568
H -0.1406 -4.6780 1.6016
H -1.5021 -5.0708 2.6304
C 1.6976 -1.7366 -0.6055
S 0.3268 -0.7718 0.0180
O 0.5597 0.6174 -0.4587
C -0.8707 -1.5203 -1.0552
H 1.4947 -2.8063 -0.5275
H 2.5972 -1.5050 -0.0313
H 1.8592 -1.5135 -1.6612
H -0.5764 -1.3444 -2.0934
H -1.8221 -1.0119 -0.8893
H -0.9859 -2.5907 -0.8796
C -1.7080 3.2466 -1.3539
S -1.8123 4.1029 -2.9103
O -3.2166 3.9889 -3.3570
C -1.5146 5.7336 -2.2805
H -0.7494 3.4744 -0.8775
H -1.6875 2.1795 -1.5832
H -2.5264 3.4792 -0.6747
H -0.5301 5.8175 -1.8173
H -2.2776 6.0608 -1.5720
H -1.5306 6.3989 -3.1455

Computed properties:
strongest force on any atom: 1.564 eV Å⁻¹
energy relative to the best compared isomer or geometry (same formula, charge and spin): 0.0 kcal per mole
LUMO level: -0.3 eV
total charge: 0
orbital gap: 8.07 eV
electronic energy: -4082.7009 hartree

Record 5
A cluster of 5 separate species, C20H49N5O9S in total in a non-equilibrium geometry, computed with ωB97M-V/def2-TZVPD.

Cartesian coordinates (Å):
C -3.1893 3.4452 1.0584
C -4.7225 3.1775 0.9072
O -5.0554 2.1890 1.9134
C -5.6325 1.1218 1.4115
N -6.1488 0.3814 0.7526
C -5.2692 3.0310 -0.5181
O -6.7066 3.2765 -0.4923
S -6.9353 4.2114 0.8251
O -7.8023 3.6756 1.8206
O -7.3290 5.5547 0.5356
O -5.3635 4.3998 1.3429
H -2.8416 2.8534 1.9236
H -2.6255 3.2265 0.1353
H -3.0340 4.5097 1.3126
H -4.9124 2.0946 -0.9929
H -4.9284 3.7947 -1.2512
C -2.7930 -0.0836 -3.7427
O -3.2669 -0.0131 -2.4085
C -4.0761 -1.1121 -2.0039
C -3.2872 -2.3588 -1.5686
C -2.7102 -3.1549 -2.7356
N -2.2002 -2.0175 -0.6434
H -3.5183 -0.5547 -4.4112
H -1.8399 -0.6154 -3.7827
H -2.6137 0.9359 -4.0879
H -4.6398 -0.7535 -1.1382
H -4.8146 -1.3535 -2.7784
H -3.9867 -3.0165 -1.0443
H -1.8244 -2.6846 -3.1641
H -2.4101 -4.1493 -2.4014
H -3.4496 -3.2803 -3.5299
H -2.5992 -1.5755 0.1816
H -1.6551 -1.2741 -1.0759
C -0.7621 1.6339 4.4012
O -0.4447 2.3126 3.1965
C 0.8286 2.9391 3.1866
C 1.9960 1.9914 2.8646
C 2.3950 1.0918 4.0311
N 1.7020 1.1523 1.6965
H -0.3503 2.1396 5.2781
H -0.4133 0.6000 4.3612
H -1.8492 1.6083 4.4932
H 0.7769 3.6901 2.3920
H 0.9989 3.4863 4.1218
H 2.8635 2.6148 2.6278
H 1.6997 0.2645 4.1772
H 3.3764 0.6508 3.8491
H 2.4531 1.6591 4.9628
H 1.5330 1.7561 0.8945
H 0.7987 0.7112 1.8600
C 3.3697 2.1603 -4.2179
O 2.9271 2.2284 -2.8740
C 2.0954 1.1542 -2.4675
C 2.8504 -0.1248 -2.0634
C 3.3760 -0.9240 -3.2524
N 3.9659 0.1700 -1.1557
H 2.6157 1.7208 -4.8767
H 4.3043 1.5995 -4.2852
H 3.5736 3.1781 -4.5536
H 1.5606 1.5202 -1.5850
H 1.3335 0.9463 -3.2308
H 2.1399 -0.7675 -1.5333
H 4.2684 -0.4807 -3.6957
H 3.6476 -1.9324 -2.9354
H 2.6155 -1.0140 -4.0325
H 3.5950 0.6150 -0.3176
H 4.5243 0.9017 -1.5912
C 4.6407 -4.5102 -0.5429
O 3.7399 -3.4322 -0.3684
C 2.7205 -3.6630 0.5894
C 3.1523 -3.4277 2.0469
C 4.0095 -4.5529 2.6192
N 3.8695 -2.1560 2.1996
H 4.1484 -5.4805 -0.4313
H 5.4772 -4.4266 0.1544
H 5.0505 -4.4416 -1.5520
H 1.9318 -2.9413 0.3549
H 2.2815 -4.6602 0.4532
H 2.2403 -3.3785 2.6507
H 5.0377 -4.5186 2.2579
H 4.0536 -4.4767 3.7071
H 3.5916 -5.5316 2.3712
H 3.2569 -1.3951 1.9095
H 4.6143 -2.1417 1.5052

Computed properties:
strongest force on any atom: 5.203 eV Å⁻¹
SMILES string: C[C@]1(OC#N)COS(=O)(=O)O1.COC[C@@H](C)N.COC[C@@H](C)N.COC[C@@H](C)N.COC[C@@H](C)N
LUMO level: 0.1 eV
total charge: 0
orbital gap: 9.05 eV
electronic energy: -2140.3767 hartree